73
Properties=species:S:1:pos:R:3 method="wB97M-V/def2-TZVPD" homo_energy_ev=-16.54 charge=+3
Y 0.046 -1.243 0.546
P 1.832 -0.388 2.630
P 1.205 1.739 -0.461
P 2.242 -1.559 -1.207
H -2.366 -4.143 -0.174
C -1.295 -3.866 -0.299
C -0.706 -3.223 0.958
H -1.587 -3.051 1.585
C 1.076 0.114 4.224
C 3.284 0.733 2.659
C 2.665 -1.959 3.157
C 0.539 2.337 -2.072
C 0.892 3.336 0.415
C 2.980 2.097 -0.914
C 2.316 -3.345 -1.662
C 3.999 -1.302 -0.725
C 2.222 -0.857 -2.910
H -0.737 -4.763 -0.593
H 0.006 -3.977 1.339
H 0.217 -0.519 4.480
H 0.733 1.158 4.179
H 1.834 0.020 5.017
H 3.001 1.757 2.385
H 4.071 0.395 1.975
H 3.696 0.752 3.678
H 1.968 -2.811 3.089
H 2.985 -1.837 4.205
H 3.542 -2.171 2.524
H 1.051 3.282 -2.312
H -0.539 2.523 -1.995
H 0.735 1.605 -2.864
H 1.585 4.116 0.042
H 1.041 3.207 1.494
H -0.146 3.659 0.249
H 3.045 3.163 -1.203
H 3.321 1.474 -1.757
H 3.623 1.915 -0.037
H 3.081 -3.445 -2.451
H 1.344 -3.705 -2.035
H 2.616 -3.937 -0.783
H 4.658 -1.819 -1.438
H 4.174 -1.713 0.278
H 4.253 -0.236 -0.718
H 2.662 -1.587 -3.605
H 2.780 0.083 -2.991
H 1.180 -0.681 -3.209
C -2.900 -2.242 -2.001
C -3.195 -2.330 -3.479
C -3.972 -1.119 -3.937
C -4.828 -0.528 -3.047
C -4.765 -0.790 -1.650
C -3.795 -1.655 -1.094
S -1.262 -2.696 -1.795
H -2.125 -2.341 -3.825
H -3.722 -3.285 -3.689
H -3.901 -0.827 -4.986
H -5.567 0.222 -3.402
H -5.434 -0.333 -0.965
H -3.764 -1.830 0.010
N -1.860 0.429 1.294
C -2.074 1.860 1.402
C -2.667 2.565 0.349
C -2.829 3.959 0.455
C -2.432 4.625 1.624
C -1.944 3.894 2.715
C -1.744 2.503 2.604
H -1.967 -0.024 2.207
H -2.510 0.010 0.621
H -2.969 2.042 -0.561
H -3.305 4.518 -0.356
H -2.564 5.709 1.715
H -1.683 4.405 3.652
H -1.349 1.933 3.446

---

13
Properties=species:S:1:pos:R:3 method="wB97M-V/def2-TZVPD" homo_energy_ev="-13.45 / -13.45" charge=+1
C -1.026 0.267 -0.089
C -0.864 -1.081 0.603
C 1.254 -0.062 -0.528
N 0.308 0.944 0.111
S 0.814 -1.621 0.159
Br 3.145 0.460 -0.302
H -1.274 0.321 -1.225
H -1.770 0.786 0.616
H -0.908 -0.820 1.738
H -1.496 -1.869 0.362
H 0.999 -0.083 -2.386
H 0.253 1.860 -0.178
H 0.563 0.899 1.118

---

86
Properties=species:S:1:pos:R:3 method="wB97M-V/def2-TZVPD" homo_energy_ev=-11.60 charge=+1
C -0.163 -2.461 0.518
C 0.057 -0.955 0.575
O -0.638 -0.293 -0.513
N -1.571 0.609 -0.092
C -1.193 2.010 0.047
C -0.967 2.394 1.511
O -1.711 3.577 1.806
C -2.810 0.222 0.144
N -3.246 -1.058 0.021
C -4.525 -1.006 0.357
C -5.379 -2.216 0.334
N -6.796 -1.882 0.515
N -4.921 0.223 0.683
N -3.821 1.027 0.549
H -1.021 -2.713 1.131
H -0.415 -2.727 -0.499
H 0.718 -3.005 0.814
H 1.113 -0.768 0.424
H -0.248 -0.549 1.531
H -0.290 2.180 -0.524
H -2.006 2.612 -0.344
H -1.303 1.589 2.161
H 0.091 2.534 1.708
H -1.937 3.534 2.735
H -4.999 -2.893 1.096
H -5.196 -2.698 -0.616
H -7.343 -2.522 -0.045
H -7.066 -2.106 1.464
H -5.848 0.517 0.947
H -3.788 2.021 0.707
O 1.325 3.165 -0.864
C 1.566 2.784 -1.978
O 1.329 1.494 -2.277
C 1.427 0.960 -3.604
C 2.847 0.566 -3.950
C 2.193 3.693 -3.002
H 1.000 1.655 -4.328
H 0.789 0.078 -3.599
H 3.516 1.426 -3.943
H 2.884 0.111 -4.939
H 3.227 -0.150 -3.222
H 3.269 3.713 -2.834
H 1.802 4.696 -2.851
H 1.997 3.409 -4.033
O 0.909 -4.864 -1.044
C 0.135 -5.752 -1.270
O -0.669 -6.172 -0.274
C -1.722 -7.121 -0.469
C -1.223 -8.548 -0.390
C 0.100 -6.457 -2.605
H -2.253 -6.918 -1.401
H -2.424 -6.931 0.342
H -0.501 -8.766 -1.177
H -2.054 -9.247 -0.484
H -0.727 -8.720 0.564
H 0.884 -7.212 -2.618
H 0.308 -5.724 -3.380
H -0.851 -6.927 -2.841
O 2.402 6.371 -0.144
C 1.484 6.706 0.549
O 1.198 8.019 0.649
C 0.037 8.520 1.314
C 0.257 8.668 2.805
C 0.691 5.707 1.363
H -0.835 7.907 1.081
H -0.140 9.498 0.870
H 0.458 7.707 3.280
H -0.622 9.107 3.278
H 1.115 9.312 2.996
H 1.227 5.500 2.289
H 0.601 4.789 0.789
H -0.316 6.040 1.600
O 5.078 -4.221 2.080
C 4.310 -3.328 1.881
O 4.291 -2.746 0.663
C 3.308 -1.791 0.271
C 3.670 -0.384 0.703
C 3.414 -2.791 2.975
H 2.319 -2.092 0.623
H 3.281 -1.846 -0.816
H 3.726 -0.295 1.788
H 2.929 0.329 0.336
H 4.647 -0.108 0.306
H 3.985 -2.085 3.577
H 3.114 -3.625 3.605
H 2.509 -2.304 2.618

---

16
Properties=species:S:1:pos:R:3 method="wB97M-V/def2-TZVPD" homo_energy_ev=-8.23
C 0.440 -1.659 0.663
C -0.012 1.288 0.905
N 0.042 -0.846 -0.472
C -1.819 -0.656 -0.690
C 0.084 0.649 -0.449
C 0.523 1.308 -1.527
O -2.392 -0.887 0.300
H 0.378 -1.171 -1.370
H 1.426 -1.373 1.039
H 0.450 -2.708 0.368
H -0.296 -1.542 1.461
H -1.043 1.295 1.255
H 0.334 2.316 0.850
H 0.594 0.776 1.652
H 0.693 2.370 -1.490
H 0.598 0.839 -2.494